51
Properties=species:S:1:pos:R:3:forces:R:3:mulliken_charge:R:1 method="wB97M-V/def2-TZVPD" s_squared=0.76 total_charge=-1 e_lumo_ev="2.472 / 2.488" total_energy_ev=-92709.4641 multiplicity=2
Ti -2.789101 -1.256203 -0.156067 -0.4 -0.3 -0.1 0.1378
C 5.281470 -1.750952 0.794845 0.0 0.0 0.0 -0.4113
C 4.581568 -2.922989 1.031647 0.0 0.0 0.0 -0.5967
C 3.227374 -2.994782 0.730150 0.0 0.0 0.0 -0.3396
C 2.554849 -1.895521 0.204465 0.0 0.0 -0.2 -0.1483
C 3.270867 -0.721110 -0.028904 0.0 0.0 0.0 0.1923
C 4.623366 -0.650152 0.260077 0.0 0.1 0.0 -0.6657
P 0.751158 -2.073680 -0.083328 0.0 -0.2 0.1 -0.3005
C 0.521227 -1.054165 -1.591650 -0.1 0.0 0.0 1.0644
C -0.614616 -0.295631 -1.853838 -0.1 0.2 -0.1 1.4779
C -0.823947 0.321401 -3.081040 0.0 -0.1 0.0 -1.2900
C 0.112531 0.186913 -4.089438 0.0 0.0 0.0 -0.4980
C 1.247360 -0.580062 -3.857771 0.0 0.0 0.0 -0.7191
C 1.442199 -1.198264 -2.635145 0.0 0.0 0.0 -0.3043
C 0.091330 -1.082070 1.309934 0.0 0.1 0.0 1.0780
C 0.930493 -0.661266 2.344237 0.1 0.0 0.0 -0.4704
C 0.407056 -0.059222 3.477735 0.0 0.0 0.0 -0.6899
C -0.961084 0.128743 3.587075 0.0 0.0 0.0 -0.9234
C -1.790972 -0.271352 2.549819 -0.1 0.0 -0.1 -0.2377
C -1.301611 -0.889563 1.389103 -0.1 -0.2 -0.2 0.0247
H 6.338147 -1.692933 1.023517 0.0 0.0 0.0 0.3676
H 5.088130 -3.785940 1.445217 0.0 0.0 0.0 0.3930
H 2.680285 -3.913278 0.904477 0.0 0.0 0.0 0.3603
H 2.758497 0.143006 -0.434006 0.0 0.0 0.0 0.4794
H 5.165923 0.268521 0.074705 0.0 0.0 0.0 0.3843
H -1.376324 -0.049406 -1.109574 0.4 0.2 0.2 -1.1555
H -1.732139 0.892402 -3.226826 0.0 0.0 0.0 0.4232
H -0.041362 0.663196 -5.048657 0.0 0.0 0.0 0.3860
H 1.986345 -0.706989 -4.639521 0.0 0.0 0.0 0.3838
H 2.326459 -1.805643 -2.485882 0.0 0.0 0.0 0.4459
H 2.002190 -0.805268 2.285920 -0.1 0.0 0.0 0.2509
H 1.072993 0.259912 4.270661 0.0 0.0 0.0 0.3923
H -1.380301 0.596863 4.469440 0.0 0.0 0.0 0.3751
H -2.856350 -0.077062 2.640659 0.0 0.0 0.0 0.3756
O -5.111679 -3.811469 -1.957638 0.2 0.0 0.0 -0.6294
S -4.098083 -3.037753 -1.309926 0.1 0.1 0.3 1.0860
O -3.550940 -1.864106 -2.082898 0.1 0.2 -0.2 -0.4842
O -4.558387 -2.316309 -0.042682 -0.1 0.0 0.1 -0.4904
S -2.394006 -3.888892 -0.685399 0.0 0.0 0.1 -0.3551
Te -4.144976 1.135535 -0.096699 0.2 0.2 0.0 0.0893
C -2.737582 2.700277 0.240889 0.0 -0.1 0.0 -0.3465
C -1.377920 2.491152 0.462928 0.0 -0.2 0.0 0.3618
C -0.515674 3.554127 0.690960 0.0 0.0 0.0 -0.7033
C -0.992739 4.855593 0.704636 0.0 0.0 0.0 -0.4402
C -2.346591 5.078989 0.491866 0.1 0.1 0.0 -0.5493
C -3.204713 4.015306 0.266392 -0.1 -0.1 -0.1 -0.4456
H -0.978539 1.484616 0.486707 0.0 0.1 0.0 0.2202
H 0.535153 3.355796 0.867079 0.0 0.0 0.0 0.3988
H -0.320367 5.684788 0.885494 0.0 0.0 0.0 0.3562
H -2.738732 6.088993 0.503046 0.0 0.0 0.0 0.3427
H -4.258254 4.205919 0.103232 0.0 0.0 0.0 0.3469